This record from OMol25 describes one molecule with the formula C4H7N3O4S in a non-equilibrium geometry. The level of theory is ωB97M-V/def2-TZVPD.

- Kohn-Sham gap (eV) = 9.3
- energy (Ha) = -1019.94901
- LUMO level (eV) = 0.284
- energy relative to the best compared isomer or geometry (same formula, charge and spin) (kcal/mol) = 43.3
- highest occupied orbital energy (eV) = -9.01

Structure (XYZ):
```
19
Properties=species:S:1:pos:R:3:forces:R:3:nbo_charge:R:1
N 0.080 -2.135 0.000 2.2 -1.2 1.6 -0.625
N 0.865 -0.964 -0.026 -0.2 1.9 0.7 -0.256
C 1.897 -0.841 -0.880 -0.7 1.2 -0.2 0.305
N 2.592 0.201 -1.167 0.7 -0.9 -1.1 -0.508
C 2.318 1.324 -0.473 0.5 0.0 1.3 0.038
C 1.334 1.286 0.428 -1.1 2.3 1.3 -0.320
C 0.298 0.250 0.506 0.8 -1.4 2.1 0.176
O -0.892 0.755 -0.251 0.2 0.0 -0.6 -0.737
S -2.252 0.096 0.092 -0.9 0.0 -2.7 2.605
O -2.470 -1.080 -0.672 0.3 -0.4 -0.5 -0.929
O -2.389 -0.008 1.466 -0.5 0.3 3.4 -0.949
O -3.212 1.128 -0.557 -0.1 0.2 -1.0 -0.895
H -0.804 -1.698 0.040 -1.7 -1.2 0.1 0.365
H 0.318 -2.722 0.886 -0.8 1.6 -1.8 0.362
H 1.992 -1.691 -1.436 0.8 -2.4 -1.4 0.187
H 3.057 2.146 -0.538 -0.8 -0.4 -0.1 0.211
H 1.125 2.148 1.076 0.2 -0.3 -0.3 0.217
H -0.141 0.040 1.561 0.9 0.5 -1.7 0.221
H -3.716 1.765 -0.055 0.2 0.2 0.8 0.530
```
Positions in Å, forces in eV/Å.